# 1
Molecular formula: C26H54BBr16NO5
Method: DFT, the ωB97M-V functional and the def2-TZVPD basis

The geometry in XYZ format:
```
103
Properties=species:S:1:pos:R:3:forces:R:3
C 0.725 -0.563 4.055 0.04 0.02 -0.01
O -0.115 -1.401 3.301 0.00 -0.08 0.08
C -1.038 -0.718 2.467 -0.08 0.05 -0.04
C -0.618 -0.688 0.972 0.07 -0.10 0.52
C 0.835 -1.110 0.706 0.03 0.14 -0.34
C 0.984 -2.546 0.212 0.07 -0.14 0.40
C 2.404 -2.876 -0.250 -0.03 -0.11 -0.01
C 3.416 -2.981 0.913 0.01 -0.08 0.05
C 4.609 -2.016 0.899 -0.01 0.00 -0.06
C 4.276 -0.542 0.660 0.06 -0.11 0.17
N 4.076 0.220 1.936 0.44 0.32 -0.90
B 3.480 1.539 1.773 -0.07 -0.08 0.38
O 3.254 2.036 0.518 -0.41 -0.56 -0.05
O 3.204 2.268 2.928 -0.14 0.07 -0.19
C 5.243 0.225 2.726 -0.30 0.21 -0.15
O 5.474 -0.476 3.664 0.14 -0.29 0.49
O 6.132 1.145 2.270 -0.07 0.22 0.23
H 1.144 0.248 3.442 -0.02 -0.06 0.03
H 1.556 -1.165 4.425 -0.06 0.04 0.00
H 0.191 -0.120 4.907 0.02 0.01 -0.07
H -1.989 -1.239 2.579 0.04 0.03 -0.06
H -1.191 0.304 2.841 0.07 -0.08 0.01
H -1.293 -1.340 0.409 0.21 0.12 0.34
H -0.771 0.328 0.590 -0.15 -0.18 0.11
H 1.442 -0.977 1.606 0.00 0.03 -0.08
H 1.259 -0.447 -0.059 -0.12 -0.10 0.06
H 0.254 -2.739 -0.581 0.15 0.03 0.01
H 0.748 -3.228 1.041 -0.17 0.04 -0.12
H 2.371 -3.843 -0.763 0.04 0.10 -0.06
H 2.727 -2.140 -0.998 0.01 -0.07 0.06
H 3.834 -3.992 0.906 -0.03 0.06 0.13
H 2.889 -2.889 1.871 -0.02 0.09 -0.12
H 5.334 -2.340 0.145 -0.14 0.06 -0.04
H 5.121 -2.110 1.861 0.08 -0.05 -0.11
H 3.347 -0.433 0.104 0.13 -0.02 0.03
H 5.054 -0.061 0.058 0.01 -0.01 0.11
H 2.331 2.280 0.361 0.15 0.41 -0.03
H 2.337 2.117 3.316 0.17 -0.03 0.11
H 6.815 1.252 2.949 0.04 -0.15 -0.15
Br 9.063 -2.631 2.426 -0.01 0.01 0.02
C 8.516 -1.904 4.145 -0.03 -0.05 -0.06
C 9.671 -1.306 4.902 0.03 -0.02 0.03
Br 10.853 -2.657 5.646 0.01 0.01 -0.03
H 8.048 -2.719 4.688 0.00 0.02 0.02
H 7.765 -1.149 3.927 -0.01 -0.01 0.02
H 9.303 -0.734 5.751 -0.01 -0.01 0.00
H 10.287 -0.673 4.271 -0.02 0.02 0.01
Br 1.793 0.530 -4.121 -0.03 0.01 0.03
C 0.802 2.191 -3.897 0.02 -0.10 -0.01
C 1.120 2.865 -2.589 -0.03 0.05 0.05
Br 0.278 1.938 -1.099 0.05 0.27 -0.13
H -0.252 1.935 -3.976 -0.01 0.02 0.00
H 1.089 2.830 -4.728 0.03 -0.04 0.02
H 0.725 3.879 -2.573 0.00 -0.02 -0.03
H 2.187 2.882 -2.386 0.00 0.01 -0.01
Br 1.010 5.619 -5.081 0.02 0.10 -0.05
C -0.924 5.746 -4.902 0.06 -0.07 0.01
C -1.331 6.863 -3.980 -0.03 -0.01 0.06
Br -0.974 6.411 -2.125 0.00 0.02 0.00
H -1.266 4.783 -4.533 -0.04 0.00 -0.05
H -1.310 5.908 -5.904 0.01 0.05 -0.01
H -2.405 7.025 -4.051 -0.01 -0.03 0.01
H -0.798 7.785 -4.187 -0.01 0.00 -0.03
Br -2.171 -4.397 -3.711 -0.01 0.04 0.03
C -2.180 -2.590 -4.429 0.01 -0.09 -0.10
C -1.178 -1.697 -3.752 -0.10 0.11 0.01
Br -1.739 -1.153 -1.973 -0.10 -0.08 -0.56
H -3.196 -2.222 -4.329 0.01 0.03 -0.01
H -1.931 -2.685 -5.484 -0.02 -0.02 0.00
H -1.061 -0.778 -4.322 0.02 -0.02 -0.02
H -0.209 -2.173 -3.636 0.01 0.00 -0.02
Br -4.585 -2.051 3.685 -0.12 -0.02 0.01
C -4.355 -3.264 5.187 0.07 0.05 -0.02
C -2.899 -3.544 5.452 0.02 -0.05 -0.02
Br -2.127 -4.733 4.124 0.00 0.03 -0.01
H -4.910 -4.165 4.945 0.00 0.00 0.02
H -4.811 -2.773 6.044 0.02 0.01 0.00
H -2.786 -4.048 6.410 -0.01 0.00 0.00
H -2.299 -2.639 5.437 0.00 0.00 0.02
Br -1.801 -0.218 -7.604 0.01 -0.02 0.06
C -1.156 -1.375 -9.027 0.01 0.05 0.02
C -2.272 -2.166 -9.656 -0.01 -0.07 0.01
Br -2.871 -3.616 -8.512 -0.01 0.04 0.04
H -0.398 -2.016 -8.588 0.01 0.00 -0.02
H -0.699 -0.714 -9.759 -0.02 0.00 -0.01
H -1.928 -2.634 -10.575 0.02 0.00 0.01
H -3.142 -1.550 -9.862 0.01 0.00 -0.02
Br -5.180 6.037 -3.198 0.08 0.03 -0.04
C -5.962 7.124 -4.605 0.00 -0.03 0.05
C -5.994 6.404 -5.929 0.03 0.00 -0.02
Br -4.233 6.298 -6.748 -0.01 -0.02 0.02
H -5.380 8.039 -4.655 -0.03 0.01 -0.01
H -6.974 7.352 -4.279 -0.01 -0.02 -0.01
H -6.616 6.945 -6.639 0.01 0.02 0.01
H -6.350 5.384 -5.830 -0.02 0.01 0.00
Br -5.381 -3.022 9.126 0.00 0.02 -0.01
C -7.061 -2.053 9.265 0.03 -0.03 0.01
C -8.100 -2.589 8.314 0.04 0.01 -0.05
Br -7.716 -2.087 6.479 -0.01 -0.02 -0.03
H -6.831 -1.010 9.069 -0.03 0.01 0.02
H -7.391 -2.171 10.295 0.00 -0.03 0.00
H -9.077 -2.173 8.547 0.01 0.03 0.01
H -8.149 -3.674 8.336 -0.03 0.01 0.03
```
Positions in Å, forces in eV/Å.

Results
HOMO energy ... -9.33 eV
Charge ... 0
SMILES ... COCCCCCCCCN(B(O)O)C(=O)O.BrCCBr.BrCCBr.BrCCBr.BrCCBr.BrCCBr.BrCCBr.BrCCBr.BrCCBr
Molar mass ... 1750.00 g/mol
Strongest force on any atom ... 0.0203 hartree/bohr
Energy ... -1160925.916 eV
Kohn-Sham gap ... 9.45 eV

Atomic partial charges in e from the Löwdin method, atoms 1 to 99: atom 1 (C): -0.1054, atom 2 (O): -0.2172, atom 3 (C): -0.2039, atom 4 (C): -0.2277, atom 5 (C): -0.2206, atom 6 (C): -0.2044, atom 7 (C): -0.1963, atom 8 (C): -0.1832, atom 9 (C): -0.1613, atom 10 (C): -0.1284, atom 11 (N): 0.1157, atom 12 (B): -0.7529, atom 13 (O): 0.1576, atom 14 (O): 0.1619, atom 15 (C): -0.5475, atom 16 (O): 0.1313, atom 17 (O): 0.1373, atom 18 (H): 0.0674, atom 19 (H): 0.0988, atom 20 (H): 0.0914, atom 21 (H): 0.0597, atom 22 (H): 0.1186, atom 23 (H): 0.0074, atom 24 (H): 0.0135, atom 25 (H): 0.0932, atom 26 (H): 0.0560, atom 27 (H): 0.0766, atom 28 (H): 0.1222, atom 29 (H): 0.1046, atom 30 (H): 0.1069, atom 31 (H): 0.1062, atom 32 (H): 0.1122, atom 33 (H): 0.1155, atom 34 (H): 0.0988, atom 35 (H): 0.0891, atom 36 (H): 0.1309, atom 37 (H): 0.0206, atom 38 (H): 0.0891, atom 39 (H): 0.1319, atom 40 (Br): 0.6020, atom 41 (C): -0.7005, atom 42 (C): -0.7049, atom 43 (Br): 0.6004, atom 44 (H): 0.0560, atom 45 (H): 0.0235, atom 46 (H): 0.0580, atom 47 (H): 0.0479, atom 48 (Br): 0.6459, atom 49 (C): -0.7062, atom 50 (C): -0.6547, atom 51 (Br): 0.7764, atom 52 (H): 0.0507, atom 53 (H): 0.0008, atom 54 (H): -0.0048, atom 55 (H): 0.0621, atom 56 (Br): 0.6731, atom 57 (C): -0.6913, atom 58 (C): -0.6953, atom 59 (Br): 0.6285, atom 60 (H): 0.0523, atom 61 (H): 0.0227, atom 62 (H): 0.0034, atom 63 (H): 0.0546, atom 64 (Br): 0.6097, atom 65 (C): -0.7131, atom 66 (C): -0.6942, atom 67 (Br): 0.7533, atom 68 (H): 0.0539, atom 69 (H): 0.0098, atom 70 (H): 0.0126, atom 71 (H): 0.0459, atom 72 (Br): 0.6238, atom 73 (C): -0.7141, atom 74 (C): -0.6954, atom 75 (Br): 0.6170, atom 76 (H): 0.0531, atom 77 (H): -0.0196, atom 78 (H): 0.0545, atom 79 (H): 0.0466, atom 80 (Br): 0.6220, atom 81 (C): -0.6890, atom 82 (C): -0.7006, atom 83 (Br): 0.6247, atom 84 (H): 0.0528, atom 85 (H): 0.0583, atom 86 (H): 0.0587, atom 87 (H): 0.0491, atom 88 (Br): 0.6370, atom 89 (C): -0.6930, atom 90 (C): -0.6866, atom 91 (Br): 0.6372, atom 92 (H): 0.0513, atom 93 (H): 0.0588, atom 94 (H): 0.0592, atom 95 (H): 0.0516, atom 96 (Br): 0.6232, atom 97 (C): -0.6938, atom 98 (C): -0.6943, atom 99 (Br): 0.6457

---

# 2
Molecular formula: C26H54Cl3LaN5O4PSi
Method: DFT, the ωB97M-V functional and the def2-TZVPD basis

The geometry in XYZ format:
```
95
Properties=species:S:1:pos:R:3:forces:R:3
C -1.501 -1.939 -3.662 -0.06 0.13 -0.12
C -1.074 -2.990 -2.676 0.35 -0.72 0.32
H -1.256 -2.233 -4.689 -0.12 0.23 0.24
H -1.024 -0.965 -3.455 -0.14 -0.34 0.01
H -2.592 -1.779 -3.608 0.33 -0.04 0.03
C -0.578 -4.189 -2.997 -0.27 0.26 0.00
C -0.382 -4.697 -4.382 0.10 -0.30 -0.37
H -0.328 -4.901 -2.205 -0.05 0.29 -0.09
H -0.611 -3.958 -5.156 0.05 -0.22 0.18
H -1.015 -5.577 -4.553 0.10 0.08 -0.08
H 0.656 -5.021 -4.527 -0.08 -0.02 -0.06
La -0.077 0.489 -0.219 -0.31 -1.27 -0.28
Cl -2.783 0.388 0.275 -0.10 0.27 0.12
Cl -0.120 1.819 -2.594 0.11 0.28 -0.18
H 0.736 5.271 3.246 0.00 -0.13 -0.13
H -1.518 6.121 1.943 0.05 -0.09 -0.07
C 1.076 5.028 2.232 -0.13 -0.01 -0.09
C -1.018 5.735 1.049 -0.15 -0.06 0.02
N -0.070 4.687 1.389 0.06 0.20 0.07
H 1.770 4.183 2.261 -0.20 0.25 -0.06
C -0.229 3.477 0.879 1.20 -1.50 0.01
O 0.595 2.528 1.029 -1.12 1.91 0.22
H -1.758 5.292 0.377 0.02 0.32 0.11
H -1.146 3.314 0.280 0.21 0.27 0.18
H 1.567 5.920 1.831 0.02 -0.19 -0.04
H -0.514 6.568 0.549 -0.03 -0.17 0.00
H 1.534 -1.356 -3.395 0.12 0.19 0.21
H 2.426 -3.534 -2.251 0.11 0.31 0.15
C 2.394 -0.814 -2.978 -0.34 -0.20 -0.12
C 3.286 -2.902 -1.981 0.08 0.07 0.12
N 2.873 -1.516 -1.788 0.41 0.12 0.11
H 2.094 0.209 -2.738 0.07 -0.27 -0.02
C 2.930 -0.939 -0.587 -0.72 0.46 -0.28
O 2.394 0.163 -0.300 1.11 -1.14 -0.28
H 3.721 -3.267 -1.044 -0.07 -0.05 -0.25
H 3.489 -1.527 0.169 -0.34 0.23 -0.18
H 3.188 -0.803 -3.738 -0.07 0.01 0.26
H 4.029 -2.975 -2.786 -0.11 0.08 0.21
O -0.137 -1.644 -1.012 0.62 0.78 0.24
C -1.144 -2.556 -1.220 -0.45 0.02 0.00
C 0.095 -4.031 0.461 -0.35 -0.01 -0.11
C -1.103 -3.652 -0.151 -0.14 0.24 -0.28
H 1.017 -3.528 0.169 -0.23 -0.12 0.04
C 0.084 -5.024 1.437 0.08 -0.07 -0.13
H -2.131 -2.060 -1.125 0.03 -0.13 0.21
C -2.307 -4.223 0.267 0.24 -0.10 -0.13
H 1.034 -5.331 1.882 -0.31 -0.01 -0.05
C -1.114 -5.626 1.826 -0.05 0.02 -0.06
C -2.318 -5.214 1.245 0.11 -0.07 0.04
H -3.225 -3.868 -0.207 0.17 -0.20 0.22
H -1.106 -6.416 2.578 -0.04 0.21 -0.16
H -3.261 -5.671 1.544 0.26 0.11 -0.01
Si -0.378 5.103 -5.737 -0.14 -0.12 -0.06
Cl -0.620 3.606 -7.174 0.00 0.06 -0.09
C 1.450 5.117 -5.342 -0.01 0.02 0.07
C -1.484 4.606 -4.323 0.11 -0.06 0.07
C -0.934 6.720 -6.504 0.05 -0.02 -0.06
H 1.771 4.133 -4.978 -0.10 0.19 -0.04
H 1.673 5.863 -4.569 0.01 -0.10 -0.09
H 2.036 5.362 -6.237 -0.14 -0.04 0.17
H -0.327 6.970 -7.383 -0.11 -0.03 0.16
H -0.840 7.535 -5.776 -0.02 -0.10 -0.11
H -1.983 6.659 -6.819 0.20 0.00 0.07
H -1.172 3.625 -3.935 -0.13 0.30 -0.09
H -2.529 4.531 -4.650 0.22 0.06 0.02
H -1.426 5.329 -3.501 -0.03 -0.06 -0.08
C 1.597 1.550 3.893 0.04 -0.04 -0.09
N 0.397 0.794 4.284 0.15 0.21 0.04
C 0.054 0.991 5.691 0.14 -0.15 0.17
P 0.038 -0.625 3.490 -0.28 -0.11 -0.14
O 0.380 -0.474 2.030 0.19 -0.07 0.82
N 0.892 -1.841 4.263 -0.21 0.18 0.29
C 0.438 -3.212 4.442 -0.16 -0.54 -0.19
C 2.327 -1.656 4.474 0.13 0.34 -0.21
N -1.583 -0.919 3.765 0.31 -0.07 0.46
C -2.499 0.224 3.893 -0.02 0.44 -0.24
C -2.193 -2.000 2.979 -0.12 -0.28 -0.66
H 2.483 1.224 4.467 -0.23 0.12 -0.14
H 1.435 2.615 4.114 -0.02 -0.27 -0.10
H 1.804 1.441 2.821 -0.14 -0.02 0.37
H 0.071 2.070 5.917 -0.02 -0.33 -0.13
H -0.947 0.616 5.917 0.37 -0.02 -0.01
H 0.767 0.491 6.368 -0.10 0.11 -0.13
H 0.527 -3.809 3.515 -0.16 0.26 0.42
H 1.074 -3.701 5.198 -0.31 0.25 -0.14
H -0.600 -3.246 4.798 0.30 0.04 -0.10
H 2.862 -1.444 3.533 -0.05 -0.07 0.26
H 2.521 -0.836 5.183 -0.02 -0.21 -0.23
H 2.738 -2.574 4.910 -0.08 0.30 -0.18
H -2.355 0.955 3.080 -0.21 -0.22 0.24
H -3.530 -0.154 3.833 0.39 0.11 -0.03
H -2.384 0.733 4.855 -0.11 -0.12 -0.27
H -2.358 -1.678 1.935 0.04 -0.18 0.37
H -1.572 -2.903 2.970 -0.15 0.27 -0.06
H -3.173 -2.258 3.412 0.41 0.07 -0.01
```
Positions in Å, forces in eV/Å.

Results
Energy relative to the best compared isomer or geometry (same formula, charge and spin) ... 0.00 kcal per mole
HOMO energy ... -8.00 eV
Charge ... 0
Molar mass ... 805.07 g/mol
Strongest force on any atom ... 0.0433 hartree/bohr
Energy ... -99082.767 eV
Kohn-Sham gap ... 8.20 eV

Now the Löwdin charges, all in e: atom 1 (C): -0.0369, atom 2 (C): -0.2366, atom 3 (H): 0.0617, atom 4 (H): 0.0489, atom 5 (H): 0.0954, atom 6 (C): -0.1244, atom 7 (C): -0.1037, atom 8 (H): 0.1068, atom 9 (H): 0.0573, atom 10 (H): 0.0750, atom 11 (H): 0.0676, atom 12 (La): 1.5397, atom 13 (Cl): -0.2234, atom 14 (Cl): -0.1793, atom 15 (H): 0.0966, atom 16 (H): 0.0957, atom 17 (C): -0.0138, atom 18 (C): -0.0290, atom 19 (N): -0.1664, atom 20 (H): 0.0829, atom 21 (C): -0.2918, atom 22 (O): -0.2155, atom 23 (H): 0.0951, atom 24 (H): 0.1230, atom 25 (H): 0.0956, atom 26 (H): 0.0966, atom 27 (H): 0.0925, atom 28 (H): 0.0913, atom 29 (C): -0.0303, atom 30 (C): -0.0345, atom 31 (N): -0.1655, atom 32 (H): 0.0282, atom 33 (C): -0.2900, atom 34 (O): -0.1944, atom 35 (H): 0.0873, atom 36 (H): 0.1495, atom 37 (H): 0.0980, atom 38 (H): 0.0924, atom 39 (O): -0.4496, atom 40 (C): -0.4378, atom 41 (C): -0.0335, atom 42 (C): -0.1751, atom 43 (H): 0.1057, atom 44 (C): -0.1233, atom 45 (H): 0.0998, atom 46 (C): -0.0395, atom 47 (H): 0.1003, atom 48 (C): -0.1088, atom 49 (C): -0.0899, atom 50 (H): 0.1247, atom 51 (H): 0.0989, atom 52 (H): 0.1016, atom 53 (Si): 0.0973, atom 54 (Cl): 0.2763, atom 55 (C): -0.2208, atom 56 (C): -0.2393, atom 57 (C): -0.2246, atom 58 (H): 0.0287, atom 59 (H): 0.0291, atom 60 (H): 0.0301, atom 61 (H): 0.0287, atom 62 (H): 0.0296, atom 63 (H): 0.0301, atom 64 (H): -0.0754, atom 65 (H): 0.0354, atom 66 (H): 0.0275, atom 67 (C): -0.1072, atom 68 (N): -0.2830, atom 69 (C): -0.1048, atom 70 (P): 0.5892, atom 71 (O): -0.4364, atom 72 (N): -0.2858, atom 73 (C): -0.1041, atom 74 (C): -0.0987, atom 75 (N): -0.2790, atom 76 (C): -0.1191, atom 77 (C): -0.1198, atom 78 (H): 0.0774, atom 79 (H): 0.0747, atom 80 (H): 0.0650, atom 81 (H): 0.0909, atom 82 (H): 0.0576, atom 83 (H): 0.0843, atom 84 (H): 0.0593, atom 85 (H): 0.0847, atom 86 (H): 0.0816, atom 87 (H): 0.0863, atom 88 (H): 0.0656, atom 89 (H): 0.0818, atom 90 (H): 0.0492, atom 91 (H): 0.0917, atom 92 (H): 0.0531, atom 93 (H): 0.0299, atom 94 (H): 0.0513, atom 95 (H): 0.0968

---

- Among the records above, which one has the highest strongest force on any atom?
  C26H54Cl3LaN5O4PSi